[1]
Density functional theory data (ωB97M-V/def2-TZVPD) for a single C4H6OS3 molecule in a non-equilibrium geometry.

## Properties
* structure (SMILES): CC(=S)SCOC=S
* multiplicity: 1
* E_HOMO: -8.65 eV
* orbital gap: 7.79 eV
* energy above the lowest of the compared OMol25 structures with the same formula, charge and spin: 4.956 eV

Element x y z (Å)
C1 -1.027 -2.108 1.985
C2 -0.190 -1.269 0.750
C3 0.047 0.572 -1.189
C4 1.098 2.655 -1.362
H1 -0.991 -1.498 3.024
H2 -0.353 -2.929 2.116
H3 -2.133 -2.318 1.589
H4 0.543 -0.354 -1.706
H5 -0.834 1.205 -1.798
H6 0.092 3.265 -1.937
O1 1.130 1.160 -0.689
S1 1.047 -2.065 0.011
S2 -0.927 0.224 0.219
S3 2.499 3.461 -1.014

=====

[2]
Density functional theory data (ωB97M-V/def2-TZVPD) for a single C4H6OS3 molecule in a non-equilibrium geometry.

## Properties
* structure (SMILES): CCOC(=S)C(=S)S
* multiplicity: 1
* E_HOMO: -8.77 eV
* orbital gap: 7.50 eV
* energy above the lowest of the compared OMol25 structures with the same formula, charge and spin: 0.785 eV

Element x y z (Å)
C1 -3.537 -0.837 0.506
C2 -2.591 0.221 -0.059
C3 -0.157 0.452 -0.107
C4 1.120 -0.445 -0.032
H1 -4.580 -0.438 0.414
H2 -3.401 -1.788 -0.034
H3 -3.284 -0.943 1.592
H4 -2.846 0.496 -1.108
H5 -2.666 1.137 0.573
H6 2.010 1.579 0.589
O1 -1.271 -0.328 -0.003
S1 -0.113 2.057 -0.355
S2 2.533 0.354 0.494
S3 1.076 -2.022 -0.380

=====

[3]
Density functional theory data (ωB97M-V/def2-TZVPD) for a molecular structure, C4H6OSm in a non-equilibrium geometry.

## Properties
* <S²>: 15.76
* net charge: +1
* multiplicity: 8
* E_HOMO (alpha / beta): -9.57 / -12.27 eV
* orbital gap (alpha / beta): 5.17 / 7.92 eV
* energy above the lowest of the compared OMol25 structures with the same formula, charge and spin: 0.786 eV

Element x y z (Å)
H1 0.184 1.676 3.631
C1 1.555 2.945 1.480
C2 1.107 2.023 2.301
C3 0.262 1.006 2.586
H2 2.488 3.472 1.690
H3 1.135 3.059 0.478
H4 0.666 0.013 2.800
C4 -1.830 0.341 1.276
O1 -0.890 0.145 0.442
Sm1 -0.591 -1.221 -1.683
H5 -2.364 -0.541 1.660
H6 -2.291 1.326 1.441

=====

[4]
Density functional theory data (ωB97M-V/def2-TZVPD) for a single C4H6P2 molecule in a non-equilibrium geometry.

## Properties
* structure (SMILES): C=C=CPP=C
* multiplicity: 1
* E_HOMO: -8.68 eV
* orbital gap: 8.41 eV
* energy above the lowest of the compared OMol25 structures with the same formula, charge and spin: 3.544 eV

Element x y z (Å)
C1 -0.011 -1.368 -0.147
C2 1.588 1.640 0.108
C3 -1.042 -0.564 -0.386
C4 -2.239 -0.184 -0.758
P1 1.569 1.013 1.680
P2 1.011 -1.306 1.435
H1 0.570 -1.523 -1.033
H2 1.929 2.554 0.066
H3 -2.265 0.767 -1.233
H4 1.918 0.721 -0.762
H5 -2.943 -0.852 -1.090
H6 -0.084 -0.898 2.119

=====

[5]
Density functional theory data (ωB97M-V/def2-TZVPD) for a single C4H6S molecule in a non-equilibrium geometry.

## Properties
* structure (SMILES): C/C=C1/CS1
* multiplicity: 1
* E_HOMO: -8.53 eV
* orbital gap: 9.47 eV
* energy above the lowest of the compared OMol25 structures with the same formula, charge and spin: 2.071 eV

Element x y z (Å)
C1 0.426 -0.635 0.057
C2 -0.820 -0.278 0.068
C3 1.739 -1.125 0.024
C4 -1.238 1.162 -0.029
S1 1.860 0.708 -0.062
H1 -1.625 -0.910 -0.015
H2 1.998 -1.850 0.823
H3 2.097 -1.456 -0.886
H4 -1.843 1.393 -0.923
H5 -0.539 1.876 0.282
H6 -2.055 1.114 0.660

=====

[6]
Density functional theory data (ωB97M-V/def2-TZVPD) for a single C4H6S molecule in a non-equilibrium geometry.

## Properties
* structure (SMILES): C1S[C@H]2C[C@@H]12
* multiplicity: 1
* E_HOMO: -8.37 eV
* orbital gap: 9.33 eV
* energy above the lowest of the compared OMol25 structures with the same formula, charge and spin: 1.451 eV

Element x y z (Å)
C1 0.779 -0.826 -0.499
C2 -0.583 1.220 -0.118
C3 0.528 0.328 0.446
C4 -0.389 -1.010 0.426
S1 -1.894 -0.104 -0.121
H1 0.467 -0.647 -1.597
H2 1.526 -1.555 -0.367
H3 -0.744 2.027 0.564
H4 -0.472 1.588 -1.094
H5 1.138 0.793 1.228
H6 -0.356 -1.814 1.132

=====

- multiplicity of number 3 (C4H6OSm)?
  8

=====

- The highest multiplicity belongs to which entry?
  C4H6OSm